A cluster of 2 separate species, C2H8N2O in total in a non-equilibrium geometry, computed with wB97M-V/def2-TZVPD.

The value obtained for the total energy is -265.668488 a.u. Its SMILES is C/N=C/N.O. As for the energy relative to the best compared isomer or geometry (same formula, charge and spin): 71.9 kcal per mole.

The geometry in ORCA input format:
```
! RIJCOSX wB97M-V def2-TZVPD def2/J DEFGRID3
* xyz 0 1
C 0.46 1.21 1.40
N 0.11 0.09 0.54
C 0.85 -0.16 -0.47
N 0.42 -0.26 -1.85
H -0.15 1.36 2.27
H 0.24 2.14 0.85
H 1.45 1.21 1.84
H 1.88 0.30 -0.55
H -0.58 -0.20 -1.83
H 0.77 0.50 -2.40
O -2.01 -1.75 -0.18
H -2.22 -2.83 -0.17
H -1.23 -1.60 0.54
*
```

Atom charges from the natural (NBO) analysis, given in e for atoms 1 to 8: atom 1 (C): -0.428, atom 2 (N): -0.530, atom 3 (C): 0.332, atom 4 (N): -0.829, atom 5 (H): 0.205, atom 6 (H): 0.196, atom 7 (H): 0.186, atom 8 (H): 0.113